{
  "formula": "C13H12AuN3O3S",
  "method": "ωB97M-V/def2-TZVPD",
  "symbols": ["Au", "N", "C", "C", "O", "N", "C", "C", "O", "O", "H", "H", "H", "H", "H", "H", "S", "C", "C", "C", "C", "C", "C", "C", "C", "C", "N", "H", "H", "H", "H", "H", "H"],
  "positions_angstrom": [[0.11806, -0.06902, -0.03512], [0.69535, 2.29831, -0.02384], [-0.32458, 3.32681, 0.03502], [-1.74988, 2.77110, -0.01480], [-2.68109, 3.58478, -0.07033], [-1.83070, 1.46489, 0.04669], [-3.11549, 0.85414, 0.01669], [-2.98637, -0.68711, -0.05520], [-4.00733, -1.35374, 0.00867], [-1.78736, -1.12279, -0.18955], [1.31330, 2.30308, 0.77462], [1.22743, 2.31355, -0.88262], [-0.23608, 4.02811, -0.79513], [-0.25132, 3.89642, 0.96126], [-3.70494, 1.13379, -0.86335], [-3.70317, 1.05164, 0.91890], [4.44340, -1.35489, 0.02718], [4.47956, 0.35364, -0.01977], [3.23433, 0.90155, -0.04678], [2.19867, -0.06768, -0.02466], [2.71041, -1.33363, 0.01137], [1.89784, -2.51897, 0.01948], [2.38840, -3.82244, 0.01001], [1.48693, -4.87117, 0.00514], [0.12413, -4.60131, 0.01252], [-0.29204, -3.28221, 0.02352], [0.57869, -2.28472, 0.02699], [5.42932, 0.86265, -0.02002], [3.10742, 1.97333, -0.08420], [3.45666, -3.98460, 0.00458], [1.84232, -5.89272, -0.00708], [-0.61071, -5.39175, 0.01137], [-1.33785, -2.99146, 0.02262]],
  "forces_ev_per_a": [[0.55, -1.60, 0.01], [0.11, -0.56, -0.05], [-0.57, 0.17, -0.07], [-0.78, -0.46, 0.14], [0.25, 0.34, -0.05], [1.29, -0.13, -0.02], [-0.14, -1.05, -0.01], [-1.23, 1.94, 0.19], [0.61, -0.47, -0.09], [0.68, -0.31, -0.07], [0.03, 0.08, -0.07], [0.05, 0.13, 0.07], [0.11, -0.05, -0.01], [0.11, -0.05, 0.01], [-0.08, 0.21, 0.16], [-0.11, 0.23, -0.15], [-0.48, 0.26, -0.02], [0.06, -0.29, 0.01], [0.02, 0.40, -0.01], [-0.94, 0.14, 0.10], [0.64, -0.13, 0.00], [0.24, -0.52, 0.02], [-0.18, 0.26, 0.02], [-0.14, -0.02, 0.00], [0.35, 0.01, 0.03], [-0.50, -0.18, 0.04], [-0.01, 1.61, -0.13], [-0.03, 0.07, -0.02], [0.05, -0.05, 0.01], [0.00, -0.07, -0.01], [0.01, -0.01, 0.01], [-0.03, 0.02, 0.00], [0.06, 0.08, -0.03]],
  "spin_multiplicity": 1,
  "molar_mass_g_mol": 487.291,
  "relative_energy_kcal_mol": 38.1,
  "fmax_ev_per_a": 2.30,
  "homo_energy_ev": [-7.7, -7.7]
}

---

{
  "formula": "C6H13O7Tl",
  "method": "ωB97M-V/def2-TZVPD",
  "symbols": ["Tl", "O", "H", "C", "O", "C", "O", "O", "C", "H", "H", "H", "H", "H", "H", "C", "O", "C", "O", "O", "C", "H", "H", "H", "H", "H", "H"],
  "positions_angstrom": [[-2.37963, -0.89195, -2.26300], [-1.11381, 1.47347, -3.22005], [-0.19100, 1.41156, -2.90524], [0.45681, 0.90226, 2.99760], [0.04225, 0.40649, 1.70965], [-1.17237, 0.63577, 1.23829], [-1.52413, 0.35909, 0.09461], [-2.05401, 1.17519, 2.16967], [-3.45939, 1.32457, 1.93210], [1.51628, 0.66446, 3.09286], [0.03601, 0.54277, 3.93663], [0.37192, 1.98788, 3.04594], [-3.92530, 1.48856, 2.90376], [-3.90603, 0.45275, 1.45404], [-3.57513, 2.18233, 1.26956], [1.88684, -3.52968, -1.46212], [2.49923, -2.24360, -1.61711], [1.72971, -1.14234, -1.67500], [0.55019, -1.20256, -2.01130], [2.35273, -0.11723, -1.23350], [1.75537, 1.17216, -1.28207], [1.58474, -3.74573, -2.48689], [1.00356, -3.55787, -0.82406], [2.60561, -4.19835, -0.98845], [2.35187, 1.93139, -0.77626], [0.80187, 1.05903, -0.76618], [1.75585, 1.45945, -2.33353]],
  "forces_ev_per_a": [[0.80, 0.80, 0.10], [-0.68, -1.17, 0.47], [0.44, 0.11, 0.05], [1.28, 1.12, 1.09], [-1.35, 0.06, -0.61], [-1.79, 0.51, 2.73], [0.15, -0.03, -0.43], [2.61, -1.23, -1.18], [-0.15, 0.15, -0.75], [-0.08, -0.10, -0.47], [-0.93, -0.69, -0.67], [-0.17, -0.02, -0.34], [0.24, 0.10, -0.14], [0.23, -0.14, 0.08], [-0.29, 0.10, 0.19], [-0.71, -0.44, -0.72], [-0.44, 2.21, 0.79], [0.90, -2.83, 0.87], [-0.91, 0.97, -0.46], [1.32, 0.35, 0.12], [-0.48, 0.31, -0.14], [0.14, -1.04, 0.25], [-0.02, 0.62, 0.07], [0.23, 0.17, -0.63], [0.33, -0.61, 0.18], [-0.22, 0.52, -0.39], [-0.47, 0.20, -0.05]],
  "spin_multiplicity": 1,
  "molar_mass_g_mol": 401.546,
  "relative_energy_kcal_mol": 12.9,
  "fmax_ev_per_a": 3.30,
  "charge": 2,
  "homo_energy_ev": -18.0
}

---

{
  "formula": "C20H23N3O3",
  "method": "ωB97M-V/def2-TZVPD",
  "symbols": ["C", "C", "C", "C", "N", "C", "C", "C", "C", "O", "N", "C", "C", "C", "C", "C", "C", "C", "C", "C", "C", "N", "C", "O", "C", "O", "H", "H", "H", "H", "H", "H", "H", "H", "H", "H", "H", "H", "H", "H", "H", "H", "H", "H", "H", "H", "H", "H", "H"],
  "positions_angstrom": [[3.61256, 2.35611, -1.34335], [3.43355, 1.16474, -2.24260], [4.04432, 1.09972, -3.48934], [3.84717, -0.01806, -4.27852], [3.10666, -1.06234, -3.91329], [2.52291, -1.02255, -2.71768], [1.72354, -2.22618, -2.30453], [2.65407, 0.07682, -1.86497], [1.97864, 0.04763, -0.52413], [2.44276, -0.53668, 0.43997], [0.79817, 0.71589, -0.46436], [0.01987, 0.73805, 0.75727], [-0.66849, -0.60898, 1.02369], [-1.75234, -0.93043, 0.00318], [-2.92936, -0.00369, 0.15508], [-3.73309, 0.31865, -0.93638], [-4.81255, 1.17294, -0.79963], [-5.09540, 1.72711, 0.44300], [-4.29613, 1.41903, 1.52872], [-3.21384, 0.55183, 1.39868], [-2.38626, 0.25284, 2.62343], [-1.25149, -0.62256, 2.35632], [-0.60652, -1.12960, 3.44243], [-0.99264, -0.90755, 4.57902], [0.64500, -1.97587, 3.22771], [0.95850, -2.67255, 4.40155], [3.69643, 2.05383, -0.29937], [4.50794, 2.91309, -1.61379], [2.76045, 3.03436, -1.42458], [4.67212, 1.90949, -3.83821], [4.31250, -0.08552, -5.25579], [2.23831, -2.76525, -1.50738], [0.74076, -1.94191, -1.92151], [1.59726, -2.88755, -3.15734], [0.44707, 1.15209, -1.29936], [0.68764, 0.95717, 1.59251], [-0.71591, 1.53976, 0.68389], [0.10327, -1.37308, 0.97597], [-1.34617, -0.85823, -1.00837], [-2.06593, -1.96816, 0.14484], [-3.50251, -0.11191, -1.90456], [-5.42894, 1.41095, -1.65659], [-5.93469, 2.39965, 0.56213], [-4.51076, 1.85349, 2.49889], [-2.04296, 1.19088, 3.07589], [-3.00484, -0.23052, 3.37981], [0.47752, -2.72211, 2.44951], [1.46330, -1.32853, 2.88480], [0.79852, -2.06630, 5.13734]],
  "forces_ev_per_a": [[-0.01, 0.00, 0.00], [0.01, 0.01, 0.00], [0.00, 0.00, 0.00], [0.00, -0.01, 0.00], [0.01, 0.01, 0.00], [-0.02, -0.01, 0.00], [0.00, 0.00, 0.01], [0.00, 0.00, 0.00], [-0.01, -0.02, -0.02], [0.00, 0.01, 0.01], [0.00, 0.01, -0.01], [0.01, 0.00, 0.01], [0.00, -0.01, 0.00], [0.00, 0.01, -0.01], [0.00, 0.00, 0.00], [0.00, 0.00, 0.00], [0.00, 0.00, 0.00], [0.00, 0.00, 0.00], [0.00, 0.00, 0.01], [0.00, 0.00, -0.01], [0.00, 0.01, 0.01], [0.00, -0.01, 0.00], [0.09, 0.10, 0.05], [-0.01, 0.00, 0.00], [-0.14, -0.15, -0.05], [0.27, 0.12, 0.00], [0.00, 0.00, 0.00], [0.00, 0.00, -0.01], [0.00, 0.00, 0.01], [0.00, 0.00, 0.00], [0.00, 0.00, 0.00], [0.00, 0.00, 0.00], [0.00, 0.00, 0.00], [0.00, 0.00, 0.00], [0.00, 0.00, 0.00], [0.00, 0.00, 0.00], [0.00, 0.00, 0.00], [0.00, 0.00, 0.00], [0.00, 0.00, 0.00], [0.00, 0.00, 0.00], [0.00, 0.00, 0.00], [0.00, 0.00, 0.00], [0.00, 0.00, 0.00], [0.00, 0.00, 0.00], [0.00, 0.00, 0.00], [0.00, 0.00, 0.00], [0.00, 0.00, 0.00], [0.00, 0.00, 0.00], [-0.20, -0.07, 0.01]],
  "spin_multiplicity": 1,
  "molar_mass_g_mol": 353.422,
  "relative_energy_kcal_mol": 11.0,
  "fmax_ev_per_a": 0.30,
  "smiles": "Cc1ccnc(C)c1C(=O)NC[C@@H]1Cc2ccccc2CN1C(=O)CO",
  "homo_energy_ev": -9.2
}